12
Properties=species:S:1:pos:R:3:nbo_charge:R:1 method="wB97M-V/def2-TZVPD" smiles="N#Cc1ccc([N+](=O)[O-])s1" homo_ev=-10.0 e_above_lowest_kcal_mol=36.6
N -0.476 3.536 -1.709 -0.257
C -0.129 2.616 -1.022 0.245
C 0.005 1.293 -0.588 -0.351
C -0.991 0.435 -0.748 -0.195
C -0.654 -0.824 -0.276 -0.219
C 0.577 -0.760 0.489 -0.185
N 1.103 -1.826 1.431 0.526
O 1.946 -1.395 2.311 -0.393
O 0.545 -2.857 1.267 -0.301
S 1.366 0.713 0.311 0.593
H -2.068 0.871 -1.120 0.271
H -1.223 -1.802 -0.345 0.266